Formula: C2H2FN2O4
Source: OMol25
Level of theory: ωB97M-V/def2-TZVPD

As for the LUMO energy: 0.1444 hartree. Its charge is -1. The HOMO-LUMO gap comes out at 9.0 eV. The calculation puts the energy above the lowest of the compared OMol25 structures with the same formula, charge and spin at 0.0 kcal/mol.

```
11
C2H2FN2O4, DFT ωB97M-V/def2-TZVPD
C -1.31299 -1.16953 -0.53121
C -0.21372 -0.19158 0.06440
N -1.08676 0.84611 1.33383
N -2.24614 1.42306 1.00447
O -2.46344 -1.05597 -0.14914
O -0.74274 -1.91078 -1.33528
O -2.22233 2.01387 -0.05700
O -3.12050 1.48766 1.84011
F -1.15670 0.10249 2.49850
H 0.12112 0.55704 -0.64029
H 0.56746 -0.66280 0.64156
```

Mulliken charges, unit e, in atom order: number 1, C, carries 0.70; number 2, C, carries -0.35; number 3, N, carries -0.14; number 4, N, carries 1.18; number 5, O, carries -0.65; number 6, O, carries -0.71; number 7, O, carries -0.65; number 8, O, carries -0.68; number 9, F, carries -0.21; number 10, H, carries 0.23; number 11, H, carries 0.28


Formula: C20H22BrN5OS2Tl
Source: OMol25
Level of theory: ωB97M-V/def2-TZVPD

As for the LUMO energy: -0.4071 hartree. Its charge is +3. The HOMO-LUMO gap comes out at 6.7 eV. The calculation puts the energy above the lowest of the compared OMol25 structures with the same formula, charge and spin at 7.0 kcal/mol.

```
52
C20H22BrN5OS2Tl, DFT ωB97M-V/def2-TZVPD
Tl 0.45275 -0.23237 -0.43850
C -1.59479 4.10203 0.60814
C -0.75864 2.90306 0.28721
N -1.01841 1.69467 0.58356
N -2.11616 1.34974 1.29510
C -2.30799 0.09320 1.72621
N -3.37575 -0.14662 2.46394
S -1.26603 -1.21164 1.35472
C 0.52845 3.09823 -0.42897
C 0.98663 4.37032 -0.72610
C 2.21381 4.53572 -1.35869
C 2.95268 3.42140 -1.70269
C 2.43641 2.17421 -1.38985
N 1.26657 2.02515 -0.76835
H -2.55554 3.85746 1.05257
H -1.80173 4.67299 -0.29752
H -1.07145 4.75821 1.30623
H -2.75575 2.07021 1.61124
H -4.05198 0.56335 2.71173
H -3.53640 -1.07370 2.83188
H 0.39672 5.23735 -0.46976
H 2.57990 5.53039 -1.57690
H 3.90604 3.49716 -2.20622
H 2.97960 1.27731 -1.65589
Br 1.27746 -0.21427 -3.47793
C -0.57538 -0.55306 -3.44936
C -1.27110 -0.79559 -4.61308
C -2.63179 -1.05114 -4.49869
C -3.23024 -1.04530 -3.24603
C -2.44750 -0.78642 -2.13934
N -1.13512 -0.53863 -2.24095
H -0.77339 -0.78986 -5.57187
H -3.21606 -1.25876 -5.38556
H -4.28520 -1.24539 -3.12661
H -2.86155 -0.78504 -1.13946
C 3.54321 -3.48418 -0.52956
S 1.81039 -3.42681 -0.09787
O 1.18699 -2.30521 -0.96102
C 1.93475 -2.69827 1.53254
C 1.53114 -3.44585 2.62312
C 1.72804 -2.91713 3.89793
C 2.34086 -1.68331 4.05312
C 2.70196 -0.92296 2.94288
C 2.49644 -1.43006 1.66832
H 4.06935 -2.58720 -0.21144
H 3.61298 -3.60956 -1.60941
H 3.96639 -4.35830 -0.03222
H 1.06697 -4.41572 2.49497
H 1.41263 -3.48469 4.76286
H 2.54707 -1.30901 5.04694
H 3.20138 0.02802 3.07288
H 2.84565 -0.86000 0.80779
```

Mulliken charges, unit e, in atom order: number 1, Tl, carries 1.22; number 2, C, carries -1.60; number 3, C, carries 0.47; number 4, N, carries 0.17; number 5, N, carries -0.54; number 6, C, carries 0.71; number 7, N, carries -0.37; number 8, S, carries -0.31; number 9, C, carries 0.81; number 10, C, carries -0.62; number 11, C, carries -0.60; number 12, C, carries -1.04; number 13, C, carries -0.05; number 14, N, carries -0.07; number 15, H, carries 0.40; number 16, H, carries 0.39; number 17, H, carries 0.42; number 18, H, carries 0.18; number 19, H, carries 0.20; number 20, H, carries 0.23; number 21, H, carries 0.46; number 22, H, carries 0.47; number 23, H, carries 0.46; number 24, H, carries 0.71; number 25, Br, carries -0.01; number 26, C, carries 0.70; number 27, C, carries -0.76; number 28, C, carries -0.20; number 29, C, carries -0.96; number 30, C, carries 0.10; number 31, N, carries -0.08; number 32, H, carries 0.47; number 33, H, carries 0.46; number 34, H, carries 0.45; number 35, H, carries 0.34; number 36, C, carries -0.99; number 37, S, carries 0.27; number 38, O, carries -0.35; number 39, C, carries 0.42; number 40, C, carries -0.44; number 41, C, carries -0.61; number 42, C, carries -0.56; number 43, C, carries -0.97; number 44, C, carries -0.26; number 45, H, carries 0.32; number 46, H, carries 0.42; number 47, H, carries 0.42; number 48, H, carries 0.48; number 49, H, carries 0.47; number 50, H, carries 0.46; number 51, H, carries 0.49; number 52, H, carries 0.82


Formula: C5H10O
Source: OMol25
Level of theory: ωB97M-V/def2-TZVPD

As for the LUMO energy: 0.0113 hartree. Its charge is 0. The HOMO-LUMO gap comes out at 10.2 eV. The calculation puts the energy above the lowest of the compared OMol25 structures with the same formula, charge and spin at 27.2 kcal/mol.

```
16
C5H10O, DFT ωB97M-V/def2-TZVPD
C -1.48700 -1.62004 -0.40502
C 0.34299 0.91987 -0.13655
C -0.66538 1.86853 0.42966
C 1.38727 0.40240 0.51977
C 2.23377 -0.63047 -0.11584
O 1.94279 -1.21123 -1.14267
H -1.94541 -0.91842 -1.10842
H -1.98288 -1.53838 0.56635
H -1.57506 -2.63663 -0.79231
H 0.19204 0.58707 -1.16415
H -0.50962 2.88245 0.03955
H -1.67656 1.56042 0.13412
H -0.61803 1.90241 1.52307
H 1.61983 0.68880 1.54456
H -0.43193 -1.37328 -0.30906
H 3.17317 -0.88350 0.41694
```

Mulliken charges, unit e, in atom order: number 1, C, carries -0.81; number 2, C, carries -0.05; number 3, C, carries -1.13; number 4, C, carries -0.34; number 5, C, carries -0.06; number 6, O, carries -0.49; number 7, H, carries 0.20; number 8, H, carries 0.26; number 9, H, carries 0.33; number 10, H, carries 0.49; number 11, H, carries 0.32; number 12, H, carries 0.26; number 13, H, carries 0.34; number 14, H, carries 0.31; number 15, H, carries 0.05; number 16, H, carries 0.34


Formula: C36H41F4N3
Source: OMol25
Level of theory: ωB97M-V/def2-TZVPD

As for the LUMO energy: 0.0231 hartree. Its charge is 0. The HOMO-LUMO gap comes out at 9.6 eV. The calculation puts the energy above the lowest of the compared OMol25 structures with the same formula, charge and spin at 32.3 kcal/mol.

```
84
C36H41F4N3, DFT ωB97M-V/def2-TZVPD
C 17.34992 6.18700 12.96530
C 17.86887 6.40364 14.34546
C 18.02510 7.88222 14.74642
C 18.67504 8.11247 16.04172
N 19.02599 8.46927 17.04780
H 18.06444 6.65320 12.36593
H 16.36565 6.70808 12.74044
H 17.19549 5.13078 12.73856
H 18.78694 5.92482 14.46756
H 17.15097 5.91233 15.00266
H 17.02063 8.33948 14.86849
H 18.57010 8.40141 14.02198
C 13.62958 6.38402 22.51328
C 12.66198 7.07257 21.50974
C 12.61683 6.38790 20.07469
C 11.60573 7.06468 19.31428
N 10.81971 7.57715 18.70624
H 14.67992 6.54454 22.38644
H 13.60159 5.28385 22.40060
H 13.41363 6.81530 23.47617
H 12.81180 8.14348 21.54351
H 11.66804 6.95722 22.00327
H 12.43447 5.32936 20.24241
H 13.51793 6.49542 19.47959
C 8.21396 6.81030 15.96038
C 7.50105 7.02834 14.66960
C 7.96280 8.30156 13.94497
C 9.35616 8.15782 13.60115
N 10.49765 8.12877 13.28992
H 9.24485 6.83672 15.72240
H 7.95160 5.82614 16.44585
H 8.09168 7.65393 16.56698
H 6.48346 7.33838 14.92942
H 7.55630 6.16584 13.95017
H 7.71134 9.13592 14.64580
H 7.32303 8.48000 13.04009
F 15.13589 12.19745 17.00262
C 16.36794 12.31807 17.49652
C 16.60227 13.44177 18.16322
C 17.85230 13.55869 18.78456
C 18.83163 12.55814 18.70502
C 18.51367 11.41438 18.00676
C 17.27880 11.24211 17.49149
H 15.83411 14.23721 18.09918
H 18.14755 14.42637 19.29052
H 19.78873 12.70034 19.25574
H 19.19949 10.59730 17.77755
H 17.02242 10.31411 17.03673
F 16.51957 6.97857 17.74241
C 15.71384 7.92736 18.26338
C 16.09097 8.64366 19.41030
C 15.23758 9.66602 19.82865
C 14.03938 9.88773 19.20735
C 13.70103 9.19202 18.02416
C 14.55073 8.20785 17.55118
H 17.04622 8.40328 19.82873
H 15.62606 10.30414 20.58201
H 13.45265 10.71593 19.52061
H 12.72619 9.31157 17.62058
H 14.41207 7.55605 16.64778
F 15.92547 8.12549 9.48462
C 15.16136 8.65873 10.46596
C 15.77165 9.40273 11.48656
C 14.96060 9.91088 12.49503
C 13.58131 9.83156 12.42606
C 13.01044 9.12153 11.35314
C 13.80247 8.53220 10.38297
H 16.81511 9.56051 11.43721
H 15.26911 10.63148 13.27119
H 12.91635 10.34826 13.12815
H 11.92606 8.91198 11.27355
H 13.41919 8.10608 9.43346
F 10.00896 11.91502 23.40805
C 9.13075 11.04652 22.88622
C 8.19854 10.41466 23.76354
C 7.35735 9.45746 23.24004
C 7.45487 9.06466 21.94397
C 8.30809 9.69951 21.08699
C 9.18083 10.70218 21.59284
H 8.06517 10.85917 24.73267
H 6.51823 9.10422 23.86901
H 6.81057 8.24007 21.54549
H 8.50353 9.49344 20.06137
H 9.82512 11.21201 20.86360
```

Mulliken charges, unit e, in atom order: number 1, C, carries -1.20; number 2, C, carries -0.41; number 3, C, carries 0.06; number 4, C, carries -0.07; number 5, N, carries -0.51; number 6, H, carries 0.36; number 7, H, carries 0.18; number 8, H, carries 0.39; number 9, H, carries 0.45; number 10, H, carries 0.22; number 11, H, carries -0.06; number 12, H, carries 0.61; number 13, C, carries -1.38; number 14, C, carries -0.21; number 15, C, carries -0.17; number 16, C, carries 0.06; number 17, N, carries -0.32; number 18, H, carries 0.33; number 19, H, carries 0.33; number 20, H, carries 0.39; number 21, H, carries 0.25; number 22, H, carries 0.32; number 23, H, carries 0.47; number 24, H, carries -0.02; number 25, C, carries -1.11; number 26, C, carries -0.46; number 27, C, carries -0.39; number 28, C, carries 0.25; number 29, N, carries -0.42; number 30, H, carries 0.35; number 31, H, carries 0.34; number 32, H, carries 0.30; number 33, H, carries 0.29; number 34, H, carries 0.31; number 35, H, carries 0.27; number 36, H, carries 0.26; number 37, F, carries -0.31; number 38, C, carries 0.20; number 39, C, carries -0.43; number 40, C, carries -0.45; number 41, C, carries -0.62; number 42, C, carries -0.33; number 43, C, carries 0.05; number 44, H, carries 0.41; number 45, H, carries 0.40; number 46, H, carries 0.36; number 47, H, carries 0.39; number 48, H, carries 0.32; number 49, F, carries -0.43; number 50, C, carries 0.73; number 51, C, carries -0.54; number 52, C, carries -0.34; number 53, C, carries -0.77; number 54, C, carries -0.98; number 55, C, carries -0.58; number 56, H, carries 0.54; number 57, H, carries 0.55; number 58, H, carries 0.57; number 59, H, carries 0.84; number 60, H, carries 0.34; number 61, F, carries -0.34; number 62, C, carries 0.63; number 63, C, carries -0.76; number 64, C, carries -0.12; number 65, C, carries -0.71; number 66, C, carries -0.04; number 67, C, carries -0.64; number 68, H, carries 0.51; number 69, H, carries 0.44; number 70, H, carries 0.40; number 71, H, carries 0.28; number 72, H, carries 0.35; number 73, F, carries -0.31; number 74, C, carries 0.45; number 75, C, carries -0.47; number 76, C, carries -0.23; number 77, C, carries -0.52; number 78, C, carries -0.35; number 79, C, carries -0.40; number 80, H, carries 0.40; number 81, H, carries 0.31; number 82, H, carries 0.32; number 83, H, carries 0.43; number 84, H, carries 0.38


| no. | E_HOMO (eV) |
| --- | --- |
| 1 | -5.087 |
| 2 | -17.730 |
| 3 | -9.895 |
| 4 | -8.925 |